This record from OMol25 describes a structure of composition C21H15O4PTi in a non-equilibrium geometry. The level of theory is wB97M-V/def2-TZVPD.

Output
multiplicity: 3
ΔE to the lowest compared entry with this formula, charge and spin: 0.0000 eV
highest occupied orbital energy (spin up / spin down): -14.98 / -14.98 eV
total charge: +2
E_LUMO (spin up / spin down): -9.426 / -9.748 eV
total energy: -2300.42515 Eh
Kohn-Sham gap (spin up / spin down): 0.2040 / 0.1921 Eh
M: 410.19 g/mol

Element x y z (Å)
1 H 4.750 -3.035 4.935
2 C 3.484 -2.175 3.407
3 O 0.038 0.468 2.392
4 C -2.014 -1.025 5.473
5 C -1.098 3.085 6.257
6 H 2.222 1.318 5.258
7 C 1.803 -1.414 5.505
8 C -4.034 -2.048 4.618
9 C 0.075 1.388 4.983
10 C -3.272 -1.591 5.696
11 H -3.653 -1.659 6.716
12 C 1.479 -1.062 4.183
13 P 0.030 -0.030 3.880
14 O 2.160 -0.798 -0.746
15 H 0.120 4.277 7.588
16 O 0.096 5.693 -3.362
17 H 3.219 -2.389 6.804
18 C 3.825 -2.495 4.726
19 H -1.803 -1.497 2.094
20 C 2.974 -2.128 5.774
21 C 1.291 1.814 5.538
22 C -1.507 -0.934 4.165
23 H -1.439 -0.638 6.315
24 H -2.059 1.742 4.865
25 C -3.502 -2.014 3.324
26 H 4.141 -2.466 2.586
27 C -2.228 -1.494 3.101
28 H -5.037 -2.445 4.785
29 H -4.085 -2.393 2.483
30 C -1.294 -0.136 -0.239
31 C 1.303 2.851 6.477
32 O -2.079 -0.856 -0.739
33 C -1.117 2.052 5.317
34 Ti 0.020 0.980 0.593
35 H 1.149 -1.123 6.328
36 C 2.303 -1.486 3.132
37 C 0.110 3.480 6.843
38 H 2.250 3.154 6.927
39 C 1.367 -0.093 -0.247
40 H 2.029 -1.259 2.098
41 H -2.035 3.570 6.540
42 C 0.019 4.809 -2.641